# 1
This record from the Open Molecules 2025 dataset describes C12H14Cl2O3 in the gas phase at a distorted geometry. The level of theory is ωB97M-V/def2-TZVPD.

Values from the calculation:
E_LUMO ... -0.05578 Eh
Orbital gap ... 7.9193 eV
2S+1 ... 1
Structure (SMILES) ... CCCCCC1=C(/C(Cl)=C(\C)Cl)C(=O)OC1=O
Highest occupied orbital energy ... -9.437 eV

```
31
Properties=species:S:1:pos:R:3:forces:R:3:mulliken_charge:R:1
C 3.320 -1.034 1.192 0.4320 0.4383 0.7165 -0.890
C 3.210 0.559 0.716 1.3245 -0.4495 -0.3462 -0.443
C 2.571 0.777 -0.765 0.1143 0.9685 -0.2625 -0.501
C 0.989 1.287 -0.796 -0.2095 -0.2355 -0.3699 -0.427
C 0.101 0.706 0.431 0.5265 1.3522 1.7576 -0.343
C -1.483 1.019 0.435 -3.0318 -3.9774 0.2478 0.438
C -2.536 -0.031 0.571 1.0314 3.7965 0.3592 0.184
C -2.609 -1.636 0.617 2.0249 -1.3343 -4.7201 -0.025
Cl -3.332 -2.737 1.923 1.0881 2.2529 -1.9058 -0.133
C -2.072 -2.297 -0.647 -1.4107 1.4210 2.6096 0.174
C -1.428 -1.529 -1.933 1.0523 -0.6618 0.2133 -0.540
Cl -2.162 -4.159 -0.869 0.1120 2.9170 0.5755 -0.187
C -3.781 0.933 0.940 -2.8656 -2.1107 7.1885 0.231
O -4.511 0.617 1.967 3.1417 1.4517 -6.1372 -0.493
O -3.746 2.350 0.579 4.2224 -3.5853 -0.4267 -0.270
C -2.347 2.356 0.172 1.8490 2.5603 -7.1585 0.265
O -1.969 3.130 -0.827 -1.9565 -3.6889 6.4382 -0.497
H 2.274 -1.477 1.507 2.1387 0.7652 -0.8073 0.231
H 3.868 -1.714 0.382 -1.4645 1.6020 1.5694 0.258
H 4.028 -1.078 2.152 -1.6567 0.1078 -2.0111 0.286
H 2.695 1.249 1.504 0.8912 -1.4943 -1.3659 0.262
H 4.343 0.924 0.652 -2.4598 -0.6978 0.1645 0.314
H 3.181 1.669 -1.264 -1.3193 -1.9782 0.9311 0.281
H 2.758 -0.168 -1.437 -0.5512 1.7462 1.3891 0.259
H 0.481 0.989 -1.813 1.1180 0.6529 1.9114 0.246
H 0.958 2.451 -0.714 0.0429 -2.1914 -0.2280 0.379
H 0.344 -0.426 0.730 -1.0248 2.4283 -0.9946 0.047
H 0.499 1.335 1.373 -0.9398 -1.4865 -1.8793 0.311
H -2.142 -0.731 -2.366 1.2171 -1.2302 0.9506 0.260
H -1.110 -2.265 -2.818 -1.1072 1.3345 2.2349 0.369
H -0.392 -1.068 -1.591 -2.3298 -0.6734 -0.6443 -0.048
```
Forces are in eV/Å.

# 2
This record from the Open Molecules 2025 dataset describes a molecular structure, C12H14Cl3CoN3O3S2. The level of theory is ωB97M-V/def2-TZVPD.

Values from the calculation:
E_LUMO (spin up / spin down) ... -0.02203 / -0.02168 Eh
<S²> ... 0.80
Orbital gap (spin up / spin down) ... 6.8402 / 6.8062 eV
2S+1 ... 2
Highest occupied orbital energy (spin up / spin down) ... -7.440 / -7.396 eV

```
38
Properties=species:S:1:pos:R:3:forces:R:3:mulliken_charge:R:1
Co -0.389 0.156 -0.127 0.0544 0.0068 0.0122 0.130
C -0.687 -0.328 3.134 0.0717 -0.0445 -0.0177 -0.829
O 0.191 0.057 2.088 -0.0575 -0.0551 0.0816 -0.031
C 1.511 -0.411 2.219 -0.0339 -0.0319 -0.0138 -0.526
C 2.298 0.146 1.060 0.0648 -0.0870 -0.0545 -0.736
O 1.668 -0.300 -0.149 -0.0003 0.0655 0.0034 -0.148
C 2.286 0.219 -1.332 0.0750 -0.0749 0.0336 -0.717
C 1.481 -0.265 -2.512 -0.0412 -0.0326 0.0186 -0.481
O 0.166 0.208 -2.332 -0.0819 -0.0535 -0.0911 -0.100
C -0.753 -0.190 -3.337 0.0563 -0.0230 -0.0012 -0.861
H -0.327 0.060 4.091 -0.0096 0.0004 0.0043 0.305
H -1.657 0.102 2.898 -0.0089 -0.0082 0.0056 0.255
H -0.767 -1.419 3.191 -0.0090 -0.0011 0.0083 0.269
H 1.956 -0.071 3.161 0.0072 0.0104 -0.0077 0.456
H 1.535 -1.511 2.206 -0.0081 0.0046 -0.0010 0.285
H 2.301 1.239 1.083 -0.0336 0.0070 0.0245 0.404
H 3.325 -0.230 1.088 0.0055 0.0236 -0.0055 0.381
H 2.294 1.311 -1.287 -0.0353 0.0066 -0.0248 0.391
H 3.313 -0.154 -1.398 0.0030 0.0168 0.0118 0.386
H 1.913 0.122 -3.441 0.0032 0.0091 0.0052 0.453
H 1.492 -1.364 -2.555 -0.0024 0.0061 0.0051 0.283
H -0.442 0.194 -4.312 -0.0019 -0.0002 -0.0020 0.310
H -0.829 -1.282 -3.383 -0.0092 -0.0006 -0.0065 0.301
H -1.715 0.235 -3.061 -0.0058 -0.0063 -0.0050 0.258
S -2.486 0.866 0.052 -0.1511 0.0382 -0.0024 -0.365
C -1.823 2.461 0.210 0.1032 -0.1217 -0.0473 0.692
S -0.113 2.373 -0.037 -0.0852 0.2028 0.0327 -0.496
C -2.530 3.595 0.493 -0.0360 0.1347 0.0553 0.472
C -3.944 3.550 0.686 0.0957 0.0266 -0.0395 -0.064
N -5.085 3.511 0.836 -0.0106 -0.0203 0.0149 -0.508
C -1.861 4.852 0.613 -0.0900 -0.0749 -0.0438 -0.043
N -1.315 5.862 0.700 0.0183 0.0008 0.0201 -0.513
Cl 1.607 -4.474 -0.608 0.0938 -0.0757 -0.0498 -0.090
C -0.070 -4.333 -0.078 -0.1671 0.5191 0.0546 0.707
Cl -0.247 -4.890 1.587 0.0101 -0.0336 0.0289 -0.084
Cl -1.159 -5.204 -1.151 -0.0007 -0.0901 -0.0576 -0.086
C -0.425 -2.900 -0.125 -0.2060 -0.4262 -0.0131 -0.064
N -0.712 -1.795 -0.170 0.4234 0.1826 0.0634 0.002
```
Forces are in eV/Å.

# 3
This record from the Open Molecules 2025 dataset describes a molecular structure, C12H14ClCuIN2 at a distorted geometry. The level of theory is ωB97M-V/def2-TZVPD.

Values from the calculation:
E_LUMO (spin up / spin down) ... -0.03707 / -0.06106 Eh
ΔE to the lowest compared entry with this formula, charge and spin ... 0.0 kcal/mol
<S²> ... 0.76
Orbital gap (spin up / spin down) ... 7.2058 / 6.4785 eV
2S+1 ... 2
Highest occupied orbital energy (spin up / spin down) ... -8.215 / -8.140 eV

```
31
Properties=species:S:1:pos:R:3:forces:R:3:mulliken_charge:R:1
C -5.149 0.100 -0.704 0.2867 0.5416 0.1660 -0.405
C -4.794 0.551 -2.101 -0.6420 0.0070 -0.3706 -0.855
H -5.215 -0.979 -0.647 -0.0106 -0.2785 0.1425 0.322
H -6.088 0.535 -0.375 -0.2145 -0.0432 0.0356 0.295
H -4.358 0.426 -0.018 -0.8581 -0.0502 -0.4194 -0.214
H -3.761 0.330 -2.331 0.3104 -0.0454 -0.1470 0.201
H -5.429 0.059 -2.845 0.1407 0.0436 -0.0355 0.298
H -4.959 1.621 -2.210 0.1666 0.1167 -0.0460 0.267
C 0.442 -1.033 2.809 0.0476 0.0019 -0.3296 -0.068
C 1.336 -1.886 3.437 0.1751 0.2945 -0.1674 -0.667
C 2.621 -2.039 2.906 -0.4439 0.1639 0.0931 -0.483
C 2.946 -1.354 1.747 -0.5587 0.5820 -0.6919 -0.566
H -0.572 -0.848 3.157 0.2615 -0.1984 0.1672 0.417
H 0.995 -2.399 4.323 0.2234 -0.0897 0.1114 0.384
H 3.338 -2.684 3.394 0.0393 0.0075 -0.0282 0.431
H 3.916 -1.395 1.253 -0.2405 -0.3386 0.5667 0.237
N 0.727 -0.419 1.661 0.8087 -0.2867 -0.6151 -0.190
C 1.948 -0.577 1.116 -0.0462 -0.8756 0.9993 0.979
C 2.181 0.065 -0.188 0.0064 0.3928 -1.5062 0.553
N 1.109 0.629 -0.797 0.6492 0.7451 0.4120 -0.052
C 1.309 1.475 -1.835 0.7318 -0.7733 0.1812 -0.019
C 3.631 0.793 -1.994 -0.6936 0.0460 -0.0950 -0.466
C 2.545 1.545 -2.495 -0.0157 -0.2363 0.4144 -0.616
H 0.476 2.128 -2.089 0.0357 -0.4354 -0.1363 0.426
H 2.623 2.179 -3.385 0.1104 -0.3119 0.4679 0.361
C 3.449 0.091 -0.798 -0.3932 0.0573 -0.0237 -0.485
H 4.237 -0.486 -0.316 0.0011 0.4626 -0.4475 0.247
H 4.583 0.753 -2.545 -0.4887 0.1135 0.4463 0.405
Cu -0.694 0.512 0.248 1.0144 0.2595 0.4168 -0.430
I -2.626 -0.386 1.443 0.0864 -0.3191 0.4645 0.121
Cl -0.767 2.694 0.178 -0.4897 0.4468 -0.0255 -0.426
```
Forces are in eV/Å.

# 4
This record from the Open Molecules 2025 dataset describes a molecular structure, C12H14IrN7O4Se. The level of theory is ωB97M-V/def2-TZVPD.

Values from the calculation:
E_LUMO (spin up / spin down) ... -0.14785 / -0.22951 Eh
ΔE to the lowest compared entry with this formula, charge and spin ... 1.4 kcal/mol
<S²> ... 0.76
Orbital gap (spin up / spin down) ... 8.2234 / 6.0684 eV
2S+1 ... 2
Highest occupied orbital energy (spin up / spin down) ... -12.247 / -12.314 eV
Net charge ... +1

```
39
Properties=species:S:1:pos:R:3:forces:R:3:mulliken_charge:R:1
Ir -0.603 -0.321 0.930 0.1041 0.6448 -0.0030 2.022
N -0.772 -2.374 1.251 -0.0589 0.0694 0.0975 -0.569
C -0.681 -2.612 2.718 0.0324 0.0157 -0.0111 -0.496
C 0.328 -1.641 3.316 -0.0405 0.0389 -0.0190 0.472
O 1.015 -1.894 4.263 0.0193 -0.0247 0.0393 -0.539
N 0.389 -0.423 2.609 -0.0405 -0.1820 -0.0371 -0.398
C 1.690 0.193 2.475 0.0118 0.0127 0.0091 -0.651
C 2.204 -0.175 1.066 0.0917 0.0420 0.0586 0.625
O 3.352 -0.145 0.746 -0.0694 0.0209 -0.0268 -0.564
O 1.222 -0.545 0.228 -0.0095 -0.1318 -0.1313 -0.796
H -1.652 -2.729 0.884 0.0097 -0.0339 0.0156 0.377
H -0.027 -2.863 0.757 0.0189 0.0405 0.0088 0.293
H -0.371 -3.628 2.947 -0.0117 -0.0032 0.0247 0.446
H -1.662 -2.432 3.157 -0.0060 0.0195 -0.0060 0.295
H 2.392 -0.145 3.234 -0.0150 -0.0270 -0.0003 0.450
H 1.595 1.280 2.504 0.0381 0.0017 0.0364 0.261
C 1.117 -2.033 -2.883 0.0052 -0.0507 0.0343 -0.850
N 0.858 -0.609 -3.057 0.0974 0.2032 -0.0055 0.220
C 1.612 0.240 -3.833 0.0079 -0.0644 0.0420 -0.361
C 1.078 1.475 -3.707 -0.0359 -0.0013 0.0538 -0.389
N 0.004 1.365 -2.853 -0.0527 0.0445 -0.0739 0.206
C -0.886 2.468 -2.495 -0.0200 -0.0679 -0.0530 -0.823
C -0.115 0.093 -2.456 0.1346 -0.2041 0.0659 -0.156
Se -1.457 -0.669 -1.378 -0.3682 0.1266 -0.0157 -0.258
H 1.956 -2.301 -3.517 0.0026 -0.0029 0.0019 0.325
H 0.243 -2.611 -3.171 -0.0136 0.0179 -0.0196 0.365
H 1.369 -2.231 -1.843 0.0274 0.0486 0.0003 0.259
H 2.456 -0.106 -4.402 0.0072 0.0045 0.0077 0.447
H 1.360 2.415 -4.146 0.0041 -0.0027 -0.0081 0.463
H -0.798 3.234 -3.260 -0.0021 0.0058 0.0209 0.371
H -0.607 2.870 -1.529 0.0397 0.0489 0.1148 0.239
H -1.910 2.103 -2.466 0.0071 0.0001 0.0164 0.355
O -0.274 1.697 0.790 0.0824 -0.1760 -0.0761 -0.360
N -0.947 2.606 1.416 -0.0280 0.0375 -0.0951 -0.389
C -2.061 2.296 2.022 -0.0835 -0.0240 -0.0124 0.647
C -2.519 0.945 1.946 0.5287 -0.1112 -0.3288 0.555
N -2.690 -0.185 1.734 -0.4213 -0.3254 0.2648 -0.526
C -2.805 3.301 2.714 0.0467 0.0050 0.0276 -0.232
N -3.405 4.092 3.288 -0.0402 -0.0157 -0.0175 -0.336
```
Forces are in eV/Å.